w.
Density functional theory data (ωB97M-V/def2-TZVPD) for a cluster of 2 separate species, C2H2BrO2S2 in total.

Each line ends with the natural charge from an NBO analysis.
Geometry (Å):
C: 0.043 -0.052 1.177  0.688
C: -0.817 0.241 -0.008  -0.315
O: 1.164 0.646 1.215  -0.682
O: -0.358 -0.782 2.059  -0.584
S: 1.240 -1.495 -1.575  -0.756
S: -0.495 1.488 -1.031  -0.009
Br: -2.573 -0.559 0.227  0.068
H: 0.569 -0.786 -2.453  0.081
H: 1.228 1.299 0.389  0.509

Net charge: -1

---

x.
Density functional theory data (ωB97M-V/def2-TZVPD) for a structure of composition C2H2BrO2S2.

Each line ends with the natural charge from an NBO analysis.
Geometry (Å):
C: 0.739 -2.065 2.824  1.031
C: -0.068 -0.400 -0.320  -0.751
O: 0.212 -1.761 3.780  -0.539
O: 1.505 -2.608 2.194  -0.504
S: 0.915 -0.460 -1.781  -0.097
S: -0.621 1.277 0.102  -0.089
Br: -1.699 -1.593 -0.777  -0.278
H: 0.862 -1.824 -1.957  0.123
H: -0.802 1.013 1.408  0.104

Net charge: -1

---

Name the most stable of them. w.

---

w.
Density functional theory data (ωB97M-V/def2-TZVPD) for a structure of composition C46H38BN18O4Zr.

Each line ends with the Löwdin spin population.
Geometry (Å):
Zr: -0.238 0.134 1.430  0.027
C: -2.087 -3.351 3.540  0.000
C: -2.110 -2.060 3.033  0.000
N: -1.138 -1.888 2.126  0.000
N: -0.474 -3.078 2.045  0.000
C: -1.023 -3.953 2.896  0.000
B: 0.760 -3.239 1.107  0.000
N: 1.912 -2.384 1.780  0.005
C: 2.926 -2.747 2.580  -0.001
C: 3.198 -1.721 3.481  0.004
C: 2.247 -0.779 3.151  0.012
N: 1.506 -1.140 2.120  0.007
N: 0.398 -2.619 -0.254  0.000
C: 0.522 -3.194 -1.461  0.000
C: 0.035 -2.318 -2.412  0.000
C: -0.368 -1.206 -1.686  0.000
N: -0.147 -1.384 -0.378  0.000
N: 1.150 -4.671 0.929  0.000
C: 0.357 -5.742 0.647  0.000
C: 1.167 -6.774 0.261  0.000
C: 2.468 -6.231 0.305  0.000
N: 2.458 -4.963 0.672  0.000
H: -2.748 -3.789 4.266  0.000
H: -2.786 -1.255 3.267  0.000
H: -0.629 -4.952 2.986  0.000
H: 3.375 -3.719 2.463  0.000
H: 3.947 -1.691 4.252  0.000
H: 2.332 0.639 4.639  0.005
H: 0.942 -4.182 -1.558  0.000
H: -0.018 -2.463 -3.478  0.000
H: -0.778 -0.278 -2.049  0.000
H: -0.717 -5.688 0.727  0.000
H: 0.872 -7.774 -0.009  0.000
H: 3.406 -6.714 0.078  0.000
O: 3.992 1.334 4.824  0.026
C: 4.299 2.090 3.702  0.090
C: 5.527 2.693 3.563  -0.015
C: 5.791 3.492 2.457  0.123
C: 4.807 3.677 1.489  -0.010
C: 3.583 3.059 1.619  0.098
C: 3.290 2.231 2.726  0.021
C: 2.006 1.647 2.825  0.379
O: 0.985 1.744 2.027  0.163
N: 1.809 0.463 3.767  0.035
N: 0.366 0.329 3.855  0.011
C: -0.192 0.897 4.858  0.002
C: -1.611 1.131 4.873  0.001
C: -2.240 1.462 6.084  0.000
C: -3.582 1.759 6.116  0.000
C: -4.303 1.755 4.920  -0.001
C: -3.695 1.465 3.711  0.000
C: -2.342 1.149 3.670  0.000
O: -1.770 0.877 2.494  0.004
H: 4.699 1.401 5.475  0.000
H: 6.280 2.554 4.331  -0.003
H: 6.755 3.971 2.361  0.007
H: 4.999 4.311 0.633  -0.003
H: 2.816 3.210 0.873  0.005
H: 0.409 1.248 5.698  0.001
H: -1.654 1.472 6.997  0.000
H: -4.070 2.002 7.049  0.000
H: -5.359 1.992 4.935  0.000
H: -4.253 1.474 2.783  0.000
C: -4.765 2.673 -1.381  0.000
N: -3.769 1.796 -0.761  0.000
C: -2.486 2.023 -0.517  0.000
N: -1.904 0.899 -0.118  0.000
C: -2.932 -0.008 -0.142  0.000
N: -4.073 0.494 -0.522  0.000
C: -4.615 2.739 -2.884  0.000
C: -5.476 3.559 -3.608  0.000
C: -5.420 3.579 -4.992  0.000
C: -4.496 2.794 -5.670  0.000
C: -3.624 1.996 -4.946  0.000
C: -3.689 1.962 -3.557  0.000
C: -2.626 1.181 -5.643  0.000
N: -2.672 0.670 -6.816  0.000
N: -1.449 0.004 -6.999  0.000
C: -0.791 0.167 -5.912  0.000
O: -1.465 0.902 -4.989  0.000
C: 0.563 -0.283 -5.576  0.000
C: 1.131 -1.352 -6.264  0.000
C: 2.421 -1.749 -5.957  0.000
C: 3.145 -1.086 -4.973  0.000
C: 2.585 -0.010 -4.298  0.000
C: 3.386 0.735 -3.258  0.000
N: 2.563 1.065 -2.088  0.001
C: 2.161 0.245 -1.130  0.001
N: 1.293 0.863 -0.347  0.004
C: 1.202 2.106 -0.899  0.001
N: 1.945 2.267 -1.967  0.000
C: 1.289 0.389 -4.601  0.000
H: -4.699 3.656 -0.917  0.000
H: -5.724 2.235 -1.113  0.000
H: -2.017 2.985 -0.648  0.000
H: -2.812 -1.045 0.125  0.000
H: -6.203 4.175 -3.092  0.000
H: -6.097 4.213 -5.548  0.000
H: -4.440 2.804 -6.750  0.000
H: -3.019 1.301 -3.022  0.000
H: 0.559 -1.856 -7.032  0.000
H: 2.868 -2.581 -6.487  0.000
H: 4.154 -1.407 -4.741  0.000
H: 3.774 1.683 -3.625  0.000
H: 4.225 0.133 -2.912  0.000
H: 2.488 -0.780 -1.040  0.000
H: 0.604 2.904 -0.491  0.000
H: 0.847 1.242 -4.101  0.000

Net charge: +2
2S+1: 2

---

x.
Density functional theory data (ωB97M-V/def2-TZVPD) for a structure of composition C46H38BN18O4Zr.

Each line ends with the Löwdin spin population.
Geometry (Å):
Zr: 0.001 -0.364 -0.042  0.001
C: 3.160 -3.497 -0.212  0.000
C: 2.818 -2.175 0.049  0.000
N: 1.497 -2.063 0.210  0.000
N: 0.981 -3.296 0.045  0.000
C: 1.954 -4.176 -0.220  0.000
B: -0.543 -3.559 0.077  0.000
N: -1.149 -2.825 1.310  0.000
C: -2.119 -3.278 2.116  0.001
C: -2.273 -2.385 3.161  0.000
C: -1.339 -1.386 2.905  0.000
N: -0.665 -1.647 1.782  0.000
N: -1.109 -2.935 -1.228  0.001
C: -2.111 -3.316 -2.029  0.001
C: -2.167 -2.451 -3.107  0.000
C: -1.155 -1.530 -2.867  0.001
N: -0.512 -1.823 -1.730  0.007
N: -0.781 -5.040 0.170  0.000
C: -0.910 -5.986 -0.807  0.000
C: -0.786 -7.212 -0.218  0.000
C: -0.563 -6.926 1.146  0.000
N: -0.549 -5.628 1.370  0.000
H: 4.141 -3.908 -0.370  0.000
H: 3.464 -1.315 0.138  0.000
H: 1.746 -5.222 -0.376  0.000
H: -2.619 -4.211 1.925  0.000
H: -2.946 -2.464 3.996  0.000
H: -1.110 -0.512 3.497  0.000
H: -2.711 -4.183 -1.806  0.000
H: -2.843 -2.488 -3.943  0.000
H: -0.846 -0.698 -3.479  0.000
H: -1.057 -5.723 -1.842  0.000
H: -0.853 -8.179 -0.687  0.000
H: -0.410 -7.614 1.961  0.000
O: 1.531 2.783 -4.527  0.030
C: 2.502 1.902 -4.320  0.054
C: 3.567 1.911 -5.225  -0.001
C: 4.605 1.022 -5.089  0.045
C: 4.633 0.094 -4.032  0.024
C: 3.619 0.084 -3.118  0.005
C: 2.530 0.978 -3.231  0.046
C: 1.488 0.886 -2.249  0.027
O: 1.618 0.146 -1.203  0.007
N: 0.341 1.564 -2.470  0.245
N: -0.623 1.209 -1.619  0.149
C: -1.769 1.846 -1.792  -0.023
C: -2.937 1.557 -1.069  0.093
C: -4.055 2.421 -1.185  -0.013
C: -5.219 2.142 -0.536  0.059
C: -5.334 0.948 0.221  0.049
C: -4.289 0.075 0.340  0.008
C: -3.043 0.363 -0.257  0.086
O: -2.048 -0.434 -0.090  0.081
H: 0.800 2.610 -3.905  0.002
H: 3.534 2.628 -6.034  -0.001
H: 5.409 1.033 -5.813  0.002
H: 5.454 -0.604 -3.945  0.001
H: 3.621 -0.618 -2.295  0.000
H: -1.807 2.631 -2.544  -0.004
H: -3.966 3.313 -1.794  -0.002
H: -6.059 2.818 -0.606  0.003
H: -6.274 0.720 0.707  0.002
H: -4.376 -0.843 0.907  -0.001
C: 3.969 -0.250 4.253  0.000
N: 3.158 0.071 3.085  0.000
C: 1.970 -0.412 2.736  0.000
N: 1.522 0.241 1.671  0.000
C: 2.525 1.132 1.406  0.000
N: 3.525 1.053 2.240  0.000
C: 3.686 0.663 5.431  0.000
C: 3.922 0.221 6.728  0.000
C: 3.741 1.080 7.803  0.000
C: 3.311 2.382 7.604  0.000
C: 3.055 2.817 6.309  0.000
C: 3.250 1.961 5.229  0.000
C: 2.596 4.170 6.027  0.000
N: 2.766 5.267 6.689  0.000
N: 2.187 6.269 5.958  0.000
C: 1.700 5.724 4.892  0.000
O: 1.919 4.388 4.871  0.000
C: 0.971 6.329 3.787  0.000
C: 1.109 7.682 3.497  0.000
C: 0.406 8.223 2.432  0.000
C: -0.436 7.429 1.668  0.000
C: -0.594 6.081 1.972  0.000
C: -1.626 5.272 1.217  0.000
N: -1.413 3.831 1.285  0.000
C: -0.448 3.087 0.745  0.001
N: -0.621 1.813 1.083  0.005
C: -1.744 1.855 1.862  0.000
N: -2.245 3.055 1.999  0.010
C: 0.117 5.531 3.026  0.000
H: 5.009 -0.148 3.945  0.000
H: 3.785 -1.290 4.519  0.000
H: 1.467 -1.220 3.241  0.000
H: 2.513 1.837 0.593  0.000
H: 4.260 -0.794 6.901  0.000
H: 3.935 0.728 8.807  0.000
H: 3.166 3.059 8.435  0.000
H: 3.085 2.342 4.231  0.000
H: 1.768 8.289 4.102  0.000
H: 0.516 9.272 2.194  0.000
H: -0.988 7.866 0.844  0.000
H: -1.669 5.580 0.171  0.000
H: -2.608 5.436 1.658  0.000
H: 0.351 3.490 0.142  0.000
H: -2.188 0.993 2.328  0.000
H: -0.004 4.489 3.296  0.000

Net charge: +2
2S+1: 2

---

Name the most stable of them. x.

---

w.
Density functional theory data (ωB97M-V/def2-TZVPD) for a cluster of 8 separate species, C16H48O8S3 in total.

Each line ends with the Mulliken charge.
Geometry (Å):
C: 31.923 37.768 33.787  -0.815
C: 32.063 37.955 35.255  0.462
O: 31.502 39.143 35.685  -0.568
H: 30.920 37.976 33.546  0.437
H: 32.093 36.722 33.502  0.229
H: 32.451 38.552 33.305  0.063
H: 33.088 38.216 35.428  -0.250
H: 31.762 37.046 35.983  0.205
H: 31.856 39.484 36.406  0.299
C: 35.131 34.785 29.544  -0.966
C: 34.973 33.713 30.617  -0.775
O: 36.263 33.104 30.874  -0.564
H: 35.289 34.378 28.550  0.323
H: 36.123 35.271 29.892  0.144
H: 34.476 35.524 29.560  0.434
H: 34.312 33.044 30.428  0.637
H: 34.631 33.940 31.431  0.501
H: 36.264 32.444 31.472  0.273
C: 35.407 38.166 31.659  -1.277
C: 35.394 39.235 32.789  0.250
O: 35.573 38.730 34.042  0.221
H: 35.247 38.551 30.691  0.516
H: 34.700 37.370 31.895  0.365
H: 36.419 37.723 31.716  0.184
H: 34.336 39.732 32.579  -0.063
H: 36.016 40.099 32.538  -0.091
H: 35.898 39.559 34.590  0.163
C: 35.199 42.958 33.238  -0.552
C: 35.818 43.123 31.805  -0.730
O: 34.941 42.643 30.792  -0.571
H: 36.107 43.255 34.034  0.073
H: 34.927 41.918 33.470  0.019
H: 34.417 43.635 33.513  0.392
H: 36.556 42.556 31.681  0.265
H: 36.177 44.003 31.563  0.870
H: 35.066 43.167 29.892  0.304
C: 36.877 40.125 28.504  -1.068
C: 37.829 40.354 29.675  0.434
O: 39.026 39.785 29.364  -0.519
H: 35.878 40.629 28.811  0.259
H: 36.708 39.003 28.382  0.248
H: 37.321 40.550 27.561  0.305
H: 37.279 40.020 30.623  -0.344
H: 37.787 41.452 29.818  0.226
H: 38.956 38.842 29.501  0.381
C: 39.123 39.635 37.142  -0.972
S: 38.620 40.542 35.654  0.810
O: 37.044 40.396 35.583  -0.839
C: 38.842 42.259 36.208  -1.053
H: 39.324 38.505 36.788  0.221
H: 38.341 39.749 37.876  0.352
H: 40.184 39.994 37.556  0.348
H: 39.860 42.538 36.156  0.414
H: 38.363 42.606 37.158  0.318
H: 38.465 42.698 35.262  0.250
C: 36.505 35.530 34.520  -0.821
S: 35.010 35.923 35.377  0.743
O: 34.614 34.522 35.906  -0.769
C: 35.803 36.617 36.899  -1.012
H: 37.289 36.306 34.394  0.025
H: 36.316 34.921 33.666  0.172
H: 37.017 34.905 35.173  0.572
H: 36.360 35.988 37.377  0.619
H: 35.209 37.033 37.746  0.344
H: 36.415 37.434 36.392  -0.015
C: 39.508 37.935 33.205  0.440
S: 40.074 39.358 32.182  0.667
O: 40.052 40.533 33.167  -0.670
C: 41.724 38.837 31.858  -1.226
H: 39.478 36.884 32.559  0.352
H: 38.574 38.137 33.303  -1.013
H: 40.051 37.849 34.220  0.262
H: 42.105 38.697 32.899  0.328
H: 42.348 39.547 31.482  0.445
H: 41.824 38.052 31.181  0.381

Net charge: 0

---

x.
Density functional theory data (ωB97M-V/def2-TZVPD) for a cluster of 8 separate species, C16H48O8S3 in total.

Each line ends with the Mulliken charge.
Geometry (Å):
C: 31.777 3.922 4.795  -1.182
C: 30.367 4.554 4.856  0.177
O: 30.350 5.546 3.847  -0.586
H: 32.495 4.682 4.406  0.305
H: 31.915 3.385 3.879  0.330
H: 32.160 3.405 5.750  0.279
H: 30.242 5.069 5.958  -0.020
H: 29.466 3.989 4.876  0.253
H: 29.836 6.339 4.290  0.507
C: 24.751 9.251 11.133  -1.386
C: 25.467 9.025 9.793  0.214
O: 24.737 9.934 8.886  -0.492
H: 23.581 9.046 10.944  0.271
H: 24.902 10.139 11.245  0.556
H: 25.178 8.462 11.720  0.405
H: 25.404 8.175 9.165  0.243
H: 26.551 9.409 9.654  -0.059
H: 24.410 10.444 9.501  0.246
C: 28.742 7.615 10.496  -0.164
C: 29.895 8.588 10.234  -0.520
O: 29.440 9.551 9.447  -0.218
H: 27.889 8.099 11.029  0.063
H: 29.354 6.707 10.995  0.303
H: 28.378 7.282 9.522  -0.258
H: 30.974 8.259 10.002  0.354
H: 30.150 9.129 11.138  0.330
H: 30.155 9.935 8.786  0.196
C: 22.833 8.605 4.849  -1.323
C: 23.269 7.091 4.723  0.437
O: 22.689 6.629 3.537  -0.616
H: 22.787 8.990 5.996  0.154
H: 21.886 8.513 4.611  0.537
H: 23.345 9.280 4.333  0.375
H: 23.298 6.506 5.546  0.479
H: 24.467 7.210 4.673  -0.482
H: 23.177 5.778 3.292  0.427
C: 26.088 13.694 7.852  -1.394
C: 26.874 12.451 8.244  1.033
O: 28.189 12.688 8.399  -0.568
H: 26.408 14.264 7.004  0.355
H: 25.926 14.367 8.739  0.328
H: 25.030 13.525 7.669  0.386
H: 26.812 11.616 7.435  -0.277
H: 26.418 11.923 9.173  -0.190
H: 28.649 11.899 8.964  0.343
C: 30.392 11.158 5.692  -0.675
S: 31.321 12.018 6.970  0.504
O: 31.357 11.050 8.228  -0.704
C: 32.969 11.912 6.383  -0.871
H: 30.351 11.712 4.701  0.495
H: 29.340 11.278 5.971  -0.062
H: 30.733 10.172 5.567  0.366
H: 33.602 12.593 7.024  0.310
H: 32.791 12.148 5.286  0.347
H: 33.465 10.846 6.217  0.268
C: 27.048 6.402 6.716  -0.930
S: 28.013 7.707 6.084  0.764
O: 28.498 7.327 4.659  -0.822
C: 26.746 8.918 5.891  0.423
H: 27.354 5.541 6.299  0.557
H: 25.917 6.410 6.348  -0.037
H: 26.955 6.328 7.795  0.279
H: 26.647 9.330 6.847  -0.046
H: 25.888 8.407 5.528  -0.660
H: 27.175 9.727 5.293  0.421
C: 26.329 4.549 3.159  -0.526
S: 24.986 3.488 3.466  0.382
O: 23.689 4.375 3.534  -0.643
C: 24.716 2.808 1.797  -1.091
H: 25.934 5.096 2.299  0.380
H: 27.401 4.101 3.051  0.361
H: 26.496 5.249 4.140  -0.097
H: 24.937 3.569 0.963  0.291
H: 23.934 2.235 1.696  0.453
H: 25.539 2.179 1.615  0.415

Net charge: 0

---

Name the most stable of them. w.

---

w.
Density functional theory data (ωB97M-V/def2-TZVPD) for a cluster of 5 separate species, H12NO4 in total.

Each line ends with the natural charge from an NBO analysis.
Geometry (Å):
N: -1.475 -0.101 -0.032  -0.891
H: -0.904 0.127 0.765  0.469
H: -0.818 -0.046 -0.848  0.472
H: -1.865 -1.052 0.061  0.458
H: -2.256 0.503 -0.256  0.434
H: 4.222 0.803 2.467  0.492
H: 3.704 2.216 2.785  0.486
O: 3.408 1.344 2.504  -0.973
H: 0.251 1.172 -3.125  0.501
H: -0.062 -0.319 -3.169  0.482
O: -0.431 0.480 -2.801  -0.966
H: -1.664 -3.156 -1.759  0.504
H: -2.625 -3.129 -0.534  0.492
O: -1.822 -2.750 -0.890  -0.980
H: 0.409 1.963 1.683  0.491
H: 1.395 0.944 1.796  0.523
O: 0.533 1.000 1.353  -0.992

Net charge: +1

---

x.
Density functional theory data (ωB97M-V/def2-TZVPD) for a cluster of 5 separate species, H12NO4 in total.

Each line ends with the natural charge from an NBO analysis.
Geometry (Å):
N: 0.193 -1.101 -0.338  -0.877
H: 0.293 -1.395 0.636  0.456
H: 1.078 -0.753 -0.721  0.468
H: -0.153 -1.842 -0.945  0.440
H: -0.407 -0.260 -0.359  0.491
H: -3.006 -0.030 1.020  0.484
H: -2.196 0.974 1.795  0.489
O: -2.098 0.284 1.130  -0.968
H: -2.286 0.279 -2.641  0.497
H: -0.977 1.132 -2.670  0.487
O: -1.420 0.391 -2.243  -0.978
H: 2.754 1.535 -0.724  0.495
H: 1.757 1.739 -1.806  0.485
O: 1.961 1.120 -1.087  -0.971
H: 1.107 -1.594 2.866  0.481
H: 1.855 -0.263 3.225  0.500
O: 1.456 -0.772 2.517  -0.977

Net charge: +1

---

Name the most stable of them. x.